[1]
A structure of composition C51H58CsFGe2O3S5 at a distorted geometry, computed with the ωB97M-V functional and the def2-TZVPD basis.

Output
Frontier orbital gap in Ha: 0.21909
Total charge: -2
Largest force on an atom in eV Å⁻¹: 3.7
LUMO level in eV: 3.32

Cartesian coordinates (Å):
Cs 11.82137 15.37117 13.90882
C 20.57444 11.15978 8.71934
C 19.08992 11.08800 8.82593
C 18.19453 11.87762 8.06816
C 16.88345 11.60951 7.91284
C 15.95901 12.39200 6.99521
C 16.27193 10.63732 8.75341
C 17.08263 9.97680 9.66822
C 16.48890 8.94399 10.62338
C 18.45612 10.23074 9.74592
C 14.79433 10.28044 8.67839
C 14.36132 9.69954 7.51895
C 13.07760 9.11704 7.45311
C 12.20981 9.50737 8.49843
C 12.59355 10.39004 9.48675
C 13.92548 10.72083 9.68996
Ge 14.46765 12.26898 10.95050
S 14.34334 13.96441 9.68480
S 16.39591 12.02724 12.14253
Ge 15.12326 12.60974 13.88545
S 15.36106 14.68381 14.23184
S 13.13883 12.09268 12.79230
C 15.41494 11.61541 15.54732
C 14.48093 11.80840 16.63264
C 14.72179 11.16845 17.81254
C 15.90120 10.52394 18.13930
C 16.88311 10.48195 17.17235
C 16.57114 10.91719 15.90020
C 17.72281 10.74006 14.97708
C 17.97325 9.44796 14.44506
C 16.86665 8.39805 14.52772
C 19.11552 9.18854 13.67995
C 20.00610 10.23349 13.52894
C 21.28597 10.14198 12.79822
C 19.79018 11.51278 14.15219
C 18.63454 11.78068 14.86038
C 18.43704 13.14520 15.49346
C 13.18972 12.49123 16.61595
C 13.06245 13.78594 17.18524
C 14.21853 14.57023 17.65705
C 11.81644 14.35162 17.27705
C 10.65419 13.73492 16.90966
C 9.33257 14.43679 16.99282
C 10.80397 12.42676 16.47981
C 12.00629 11.81179 16.30576
C 12.07082 10.39772 15.77005
C 11.51151 10.80638 10.42514
C 11.23028 10.12825 11.63090
C 12.01726 8.96652 12.07299
C 10.19996 10.55335 12.39441
C 9.42130 11.69296 12.07345
C 8.31221 12.15931 12.95761
C 9.60329 12.20752 10.80887
C 10.65382 11.73230 9.98082
C 10.65352 12.32449 8.59045
H 20.83376 12.01086 8.07430
H 21.12322 10.30969 8.37889
H 21.04800 11.38642 9.71393
H 18.60060 12.60932 7.40992
H 14.95203 12.43339 7.37720
H 15.84472 11.99917 5.93509
H 16.37634 13.40426 6.85169
H 17.28966 8.42568 11.16558
H 15.83918 8.20794 10.05423
H 15.85016 9.37181 11.42520
H 18.99903 9.54760 10.44417
H 15.03742 9.73901 6.72462
H 12.80095 8.53849 6.59651
H 11.13144 9.25066 8.51165
H 14.09030 11.34117 18.64937
H 15.99216 10.23493 19.23214
H 17.86967 10.03814 17.42617
H 16.95871 7.83250 15.44701
H 16.78495 7.67517 13.70686
H 15.94928 8.95201 14.71310
H 19.23120 8.32583 13.12074
H 21.54294 11.05978 12.18531
H 21.29192 9.36448 12.12739
H 22.17839 10.09713 13.40346
H 20.46571 12.37094 13.99389
H 17.66523 13.71006 14.93486
H 19.37739 13.69012 15.56944
H 18.08241 12.99516 16.51310
H 13.84123 15.53997 17.94874
H 14.80280 14.75202 16.77065
H 14.82045 14.06026 18.39026
H 11.70956 15.36897 17.73539
H 9.33993 15.25413 17.70594
H 8.53936 13.73354 17.32280
H 9.10749 14.95634 15.99871
H 9.87542 11.94676 16.27751
H 10.98692 10.02997 15.54773
H 12.51448 9.69402 16.46726
H 12.66660 10.41740 14.85258
H 12.32072 8.33306 11.26096
H 11.49645 8.42003 12.84403
H 12.95656 9.36430 12.40483
H 9.96908 10.14578 13.37530
H 7.99044 13.11727 12.64465
H 8.62965 12.14292 13.98640
H 7.40543 11.53423 12.85691
H 8.93763 13.03950 10.49455
H 9.99422 13.22420 8.58677
H 10.13823 11.66503 7.87100
H 11.66202 12.61831 8.27147
O 13.98414 16.40941 11.74969
H 13.87335 15.74607 11.05575
H 14.63196 15.99071 12.34295
O 8.21853 21.85464 20.56835
C 8.68484 21.98267 21.57174
F 9.03001 15.81291 14.06879
C 6.42442 16.39251 12.55090
S 6.99452 17.90666 13.33181
C 6.63463 17.48434 14.98368
O 5.94455 18.92629 12.95091
H 5.38335 16.22372 12.81362
H 7.17194 15.59314 12.85170
H 6.51905 16.61860 11.52390
H 5.60130 17.70094 15.32975
H 7.22608 18.02834 15.69217
H 7.00204 16.43067 15.03549

Atom charges from the Mulliken analysis, given in e for atoms 1 to 99: Cs 1.409; C -1.250; C 0.608; C -0.972; C 0.652; C -1.648; C 0.541; C 1.080; C -1.205; C -0.214; C -0.057; C -0.618; C -1.724; C 0.401; C -0.109; C -0.658; Ge 0.978; S -0.788; S -0.275; Ge 1.201; S -0.872; S -0.304; C 0.039; C -0.773; C 0.016; C -1.033; C -0.155; C -0.319; C 1.066; C 0.910; C -1.762; C -1.009; C 0.939; C -1.808; C -1.342; C 1.320; C -1.651; C 1.862; C 0.394; C -1.472; C -0.861; C 0.327; C -1.251; C -0.583; C -0.139; C -1.060; C 0.891; C 0.794; C -1.735; C -0.312; C 0.259; C -0.818; C -1.133; C 1.015; C -1.681; H 0.382; H 0.286; H 0.144; H 0.325; H 0.146; H 0.281; H 0.389; H 0.491; H 0.271; H -0.116; H 0.154; H 0.549; H 0.377; H 0.438; H 0.510; H 0.228; H 0.354; H 0.427; H 0.351; H 0.199; H 0.467; H 0.273; H 0.514; H 0.333; H 0.278; H -0.016; H 0.523; H 0.294; H 0.398; H 0.150; H 0.255; H 0.026; H 0.411; H 0.376; H -0.032; H 0.244; H 0.258; H 0.418; H -0.073; H 0.435; H 0.490; H 0.083; H 0.278; H 0.039



[2]
A structure of composition C22H32CoN6S2, computed with the ωB97M-V functional and the def2-TZVPD basis.

Output
Frontier orbital gap (spin up / spin down) in Ha: 0.26886 / 0.26887
Total charge: +1
Largest force on an atom in eV Å⁻¹: 0.3
Relative energy (zero: lowest compared OMol25 entry of this formula, charge and spin) in kJ/mol: 1.6
LUMO level (spin up / spin down) in eV: -3.54 / -3.54

Cartesian coordinates (Å):
Co -0.23136 0.62919 1.05427
N 2.64465 -0.46050 3.95015
C 1.90279 0.01669 2.94388
S 0.17017 0.08866 3.14786
N 2.52786 0.43066 1.86810
N 1.65045 0.87468 0.93332
C 2.09097 1.53597 -0.08226
C 3.51068 1.88577 -0.29297
C 4.18658 1.39757 -1.40694
C 5.51924 1.72636 -1.60621
C 6.17061 2.55312 -0.70298
C 5.49486 3.04481 0.40629
C 4.16872 2.70671 0.61787
C 1.04352 1.90058 -1.05098
C 1.27611 2.61350 -2.21390
C 0.22107 2.81710 -3.09150
C -1.02736 2.30671 -2.78019
C -1.18746 1.63953 -1.57663
N -0.18500 1.44982 -0.73087
H 2.21228 -0.77760 4.79786
H 3.64689 -0.46758 3.86461
H 3.67573 0.74654 -2.10717
H 6.04779 1.33636 -2.46566
H 7.20838 2.81405 -0.86202
H 6.00465 3.68883 1.11010
H 3.64150 3.07334 1.48898
H 2.26770 2.98878 -2.42116
H 0.37684 3.36509 -4.01093
H -1.86919 2.43355 -3.44563
H -2.13875 1.24473 -1.25837
C -4.12302 -1.48429 -1.16100
N -4.01187 -0.35669 -0.24237
C -4.61826 0.87911 -0.72349
C -3.39314 -0.44013 0.95966
S -2.51586 0.90874 1.61286
N -3.54329 -1.55867 1.66611
C -4.67563 -2.46479 1.47180
C -2.79562 -1.83604 2.89182
H -3.83133 -1.13678 -2.15394
H -5.13803 -1.87971 -1.22660
H -3.44070 -2.27786 -0.86975
H -5.68988 0.71775 -0.85637
H -4.20294 1.17369 -1.68890
H -4.45821 1.67797 -0.00725
H -5.48515 -1.94762 0.96549
H -5.02448 -2.76619 2.45758
H -4.40364 -3.36188 0.91595
H -1.87035 -1.28043 2.91802
H -2.58964 -2.90528 2.93108
H -3.39555 -1.55238 3.75817
C 1.15669 -1.48331 -1.75085
C 0.91348 -1.84370 -0.28766
C 0.72973 -3.36049 -0.16356
C -0.31497 -1.16529 0.30701
H 2.00060 -2.04795 -2.15022
H 1.37225 -0.42656 -1.89834
H 0.27855 -1.73094 -2.35487
H 1.79748 -1.57467 0.29729
H -0.16627 -3.68604 -0.69991
H 0.62795 -3.66041 0.88043
H 1.58296 -3.89151 -0.58786
H -0.67328 -1.75306 1.14870
H -1.11952 -1.08761 -0.43593

And the Mulliken charges, in e, turn out to be: Co -0.871; N -0.411; C 0.691; S -0.436; N -1.348; N 1.262; C 0.927; C -0.479; C 0.080; C -0.872; C -0.458; C -0.757; C -0.244; C 0.092; C -0.551; C -0.836; C -0.633; C 0.651; N 0.339; H 0.209; H 0.231; H 0.456; H 0.421; H 0.413; H 0.405; H 0.463; H 0.610; H 0.459; H 0.481; H -0.286; C -1.137; N 0.310; C -1.137; C 0.286; S -0.354; N 0.274; C -1.198; C -0.817; H 0.362; H 0.366; H 0.341; H 0.360; H 0.339; H 0.402; H 0.421; H 0.408; H 0.340; H 0.043; H 0.379; H 0.352; C -1.444; C 0.874; C -1.695; C 0.144; H 0.447; H 0.193; H 0.331; H 0.143; H 0.306; H 0.411; H 0.449; H 0.396; H 0.097



[3]
A structure of composition C2H7LuO3 at a distorted geometry, computed with the ωB97M-V functional and the def2-TZVPD basis.

Output
Frontier orbital gap (spin up / spin down) in Ha: 0.28805 / 0.24680
Total charge: +1
Multiplicity: 2
Largest force on an atom in eV Å⁻¹: 4.1
LUMO level (spin up / spin down) in eV: -4.69 / -6.38

Cartesian coordinates (Å):
O -0.20633 -1.42868 -0.88819
H 0.02769 -1.97345 -0.13230
C 0.04590 0.36557 1.54256
O -0.83972 0.75604 0.51917
C -1.16207 -0.23468 -0.40609
H 1.02255 0.03843 1.14993
H 0.28531 1.26356 2.12361
H -0.38717 -0.46533 2.12530
H -1.73204 0.23813 -1.21663
H -1.94433 -0.83882 0.09406
Lu 2.80245 1.91965 -1.54226
O 1.11121 0.71080 -1.75184
H 0.97656 -0.35122 -1.61731

And the Mulliken charges, in e, turn out to be: O -0.616; H 0.341; C -0.651; O -0.272; C -0.312; H 0.218; H 0.269; H 0.316; H 0.316; H 0.389; Lu 1.237; O -0.630; H 0.396



no.,E (a.u.)
1,-8468.940056
2,-3365.003617
3,-1541.264223